1.
Density functional theory data (ωB97M-V/def2-TZVPD) for a structure of composition C24H37BN6O6SSiW in a non-equilibrium geometry.

The geometry in ORCA input format:
```
! wB97M-V def2-TZVPD RIJCOSX def2/J DEFGRID3
* xyz 0 3
W 0.42 0.17 0.31
O 0.42 3.13 3.30
C 0.43 2.09 2.65
N 1.07 1.80 1.49
C 1.92 2.67 0.79
O 2.52 3.62 1.21
C 2.00 2.10 -0.66
C 2.89 2.86 -1.58
C 3.90 2.23 -2.18
C 4.14 0.81 -1.98
C 3.32 0.12 -1.17
N 2.28 0.68 -0.50
C -0.40 0.91 3.10
C -1.03 0.89 4.32
C -1.78 -0.21 4.69
C -1.89 -1.26 3.79
C -1.25 -1.18 2.57
N -0.51 -0.11 2.23
H 2.68 3.92 -1.70
H 4.56 2.78 -2.84
H 4.96 0.31 -2.48
H 3.45 -0.94 -1.02
H -0.89 1.76 4.96
H -2.28 -0.25 5.65
H -2.47 -2.15 4.02
H -1.31 -1.97 1.83
C 1.91 -1.71 3.70
Si 2.62 -1.98 1.98
C 3.22 -3.75 1.92
C 4.11 -0.86 1.86
C 1.34 -1.76 0.62
H 2.64 -2.05 4.43
H 0.98 -2.26 3.87
H 1.72 -0.65 3.89
H 4.02 -3.91 2.66
H 3.62 -4.00 0.93
H 2.42 -4.46 2.14
H 4.65 -0.90 2.81
H 3.82 0.18 1.68
H 4.79 -1.16 1.06
H 0.57 -2.52 0.83
H 1.81 -2.08 -0.32
O 0.10 4.48 -0.96
S -0.40 3.17 -1.29
N 0.56 2.00 -1.14
C -3.51 -0.68 -3.71
C -2.10 -0.35 -3.27
C -1.63 0.93 -3.95
O -2.12 -0.08 -1.84
B -0.96 -0.58 -1.28
O -0.27 -1.36 -2.20
C -1.07 -1.52 -3.39
C -1.71 -2.89 -3.30
C -0.15 -1.44 -4.59
H -4.15 0.19 -3.57
H -3.93 -1.51 -3.15
H -3.52 -0.94 -4.77
H -2.31 1.74 -3.68
H -1.63 0.82 -5.04
H -0.62 1.20 -3.63
H -2.38 -2.97 -2.44
H -0.93 -3.64 -3.19
H -2.28 -3.12 -4.20
H 0.45 -0.54 -4.59
H -0.73 -1.49 -5.52
H 0.53 -2.30 -4.57
C -4.13 0.44 0.75
N -3.82 1.67 1.45
C -2.63 2.30 1.31
N -2.49 3.51 1.93
O -1.69 1.82 0.66
H -4.25 -0.39 1.45
H -3.32 0.21 0.06
H -5.04 0.55 0.17
H -4.54 2.12 1.97
H -3.17 3.83 2.60
H -1.55 3.86 2.03
*
```

The gap between HOMO and LUMO (alpha / beta) comes out at 5.6559 / 6.4504 eV. As for the total energy: -2496.43955 hartree. The strongest force on any atom comes out at 1.754 eV/Å. The value obtained for the LUMO energy (alpha / beta) is -0.0270 / -0.0238 Eh. The energy above the lowest of the compared OMol25 structures with the same formula, charge and spin comes out at 92.4 kcal per mole.



2.
Density functional theory data (ωB97M-V/def2-TZVPD) for a structure of composition C24H37BeP3 in a non-equilibrium geometry.

The geometry in ORCA input format:
```
! wB97M-V def2-TZVPD RIJCOSX def2/J DEFGRID3
* xyz 0 1
Be 0.08 0.20 -1.36
H -1.76 -0.27 -2.42
H -1.50 0.14 -1.80
P 0.53 -2.17 -2.27
P 0.93 2.17 -2.06
C 1.13 3.45 -0.81
H 1.12 4.42 -1.33
H 0.31 3.42 -0.09
H 2.08 3.31 -0.28
C 2.20 2.48 -3.30
H 1.88 2.03 -4.25
H 2.28 3.56 -3.41
H 3.16 2.05 -2.98
C -0.64 2.48 -2.89
H -1.49 2.16 -2.28
H -0.72 3.56 -3.07
H -0.66 1.94 -3.85
C 2.11 -2.32 -3.12
H 2.29 -3.38 -3.33
H 2.08 -1.77 -4.07
H 2.93 -1.93 -2.51
C 0.54 -3.29 -0.87
H -0.39 -3.22 -0.29
H 0.64 -4.31 -1.25
H 1.37 -3.08 -0.18
C -0.73 -2.84 -3.38
H -0.67 -2.30 -4.34
H -0.59 -3.92 -3.55
H -1.72 -2.66 -2.93
H 0.15 -0.74 -2.43
H 1.42 0.63 -1.55
C 0.50 3.13 4.36
C 1.55 2.81 3.49
C 1.35 1.97 2.40
C 0.07 1.43 2.14
C -1.00 1.75 3.02
C -0.77 2.60 4.11
P -0.11 0.16 0.83
C 0.72 -1.20 1.73
C 2.11 -1.36 1.55
C 2.82 -2.33 2.25
C 2.13 -3.16 3.16
C 0.77 -2.99 3.36
C 0.06 -1.99 2.67
C -1.92 -0.02 0.71
C -2.58 -1.25 0.82
C -3.96 -1.30 0.66
C -4.69 -0.15 0.35
C -4.03 1.08 0.19
C -2.65 1.15 0.37
H 0.66 3.79 5.20
H 2.55 3.22 3.67
H 2.17 1.71 1.74
H -1.99 1.35 2.85
H -1.60 2.87 4.76
H 2.64 -0.71 0.83
H 3.88 -2.44 2.10
H 2.69 -3.94 3.70
H 0.24 -3.63 4.07
H -1.00 -1.84 2.88
H -2.01 -2.16 1.05
H -4.48 -2.26 0.78
H -5.77 -0.19 0.24
H -4.58 1.98 -0.08
H -2.14 2.11 0.28
*
```

The gap between HOMO and LUMO (alpha / beta) comes out at 4.8045 / 3.7181 eV. As for the total energy: -1975.15944 hartree. The strongest force on any atom comes out at 3.927 eV/Å. The value obtained for the LUMO energy (alpha / beta) is 0.0200 / 0.0205 Eh.



3.
Density functional theory data (ωB97M-V/def2-TZVPD) for a structure of composition C24H37Cl9CuN3O4 in a non-equilibrium geometry.

The geometry in ORCA input format:
```
! wB97M-V def2-TZVPD RIJCOSX def2/J DEFGRID3
* xyz 1 2
C -2.00 -5.75 -0.42
N -1.38 -4.86 -1.40
C -1.48 -5.19 -2.77
C -0.79 -4.42 -3.66
C -0.08 -3.28 -3.31
C 0.01 -3.02 -1.96
C -0.59 -3.78 -1.01
C 0.53 -2.36 -4.28
C 0.31 -0.95 -4.22
C 0.90 -0.18 -5.26
N 1.64 -0.73 -6.26
C 1.78 -2.11 -6.31
C 1.22 -2.88 -5.33
C 2.35 0.09 -7.32
H -2.61 -6.46 -0.98
H -2.69 -5.19 0.21
H -1.25 -6.27 0.17
H -1.89 -6.12 -3.13
H -0.81 -4.61 -4.72
H 0.63 -2.18 -1.67
H -0.51 -3.73 0.06
H -0.24 -0.47 -3.43
H 0.75 0.89 -5.36
H 2.25 -2.57 -7.16
H 1.34 -3.95 -5.44
H 3.01 0.85 -6.91
H 1.61 0.72 -7.81
H 2.80 -0.59 -8.03
Cu -3.19 -0.04 -1.86
Cl -1.01 -0.65 1.37
O -1.00 0.16 2.57
O -1.22 0.13 0.17
O 0.25 -1.37 1.40
O -2.02 -1.67 1.47
Cl 4.87 1.42 -0.22
C 3.42 1.94 0.72
C 2.35 0.92 0.64
Cl 1.93 0.52 -1.05
H 3.11 2.93 0.41
H 3.70 2.00 1.77
H 1.39 1.18 1.09
H 2.67 -0.04 1.05
Cl 3.08 -3.87 4.13
C 2.04 -2.42 4.45
C 2.59 -1.17 3.82
Cl 4.18 -0.78 4.55
H 1.89 -2.28 5.52
H 1.02 -2.68 4.17
H 1.88 -0.34 3.83
H 2.67 -1.47 2.78
Cl 1.72 1.76 6.27
C 0.73 3.01 5.54
C -0.78 2.59 5.41
Cl -1.47 2.84 7.05
H 1.19 3.10 4.56
H 0.79 3.99 6.02
H -1.06 1.56 5.20
H -1.25 3.37 4.81
Cl -4.44 2.12 5.69
C -5.20 2.25 4.09
C -4.08 2.21 3.05
Cl -3.12 3.66 2.79
H -5.80 3.15 4.00
H -5.92 1.44 3.95
H -4.57 2.01 2.10
H -3.44 1.33 3.16
C 0.62 4.47 -1.63
C -0.51 3.47 -1.35
C -1.15 3.62 -0.02
C -0.09 3.65 1.03
N 0.69 3.68 1.84
H 0.26 5.44 -1.27
H 0.84 4.65 -2.68
H 1.53 4.15 -1.13
H -0.17 2.45 -1.49
H -1.07 3.54 -2.29
H -1.80 2.75 0.10
H -1.83 4.45 0.16
*
```

The gap between HOMO and LUMO (alpha / beta) comes out at 3.4717 / 5.2080 eV. As for the total energy: -7183.47275 hartree. The strongest force on any atom comes out at 4.709 eV/Å. The value obtained for the LUMO energy (alpha / beta) is -0.2105 / -0.2095 Eh.



4.
Density functional theory data (ωB97M-V/def2-TZVPD) for a structure of composition C24H37ErN2O3P in a non-equilibrium geometry.

The geometry in ORCA input format:
```
! wB97M-V def2-TZVPD RIJCOSX def2/J DEFGRID3
* xyz 2 5
C 0.23 2.03 -2.76
C 0.74 0.97 -3.72
N 0.95 -0.25 -3.16
C 1.30 -1.38 -3.87
C 1.44 -1.21 -5.27
C 1.25 0.03 -5.86
C 0.90 1.15 -5.08
C 1.46 -2.59 -3.16
P 1.26 -2.61 -1.40
H 0.73 2.14 -5.52
H 1.71 -2.08 -5.88
H 1.38 0.14 -6.94
C 2.23 2.40 -1.42
C 0.04 2.63 -0.41
H 1.72 -3.50 -3.70
H -0.85 1.90 -2.64
H 0.41 3.04 -3.16
C 2.73 -3.30 -0.59
C -0.06 -3.78 -0.95
H 2.59 -3.31 0.50
H 2.88 -4.33 -0.95
H 3.61 -2.69 -0.84
H -0.18 -3.83 0.14
H -1.01 -3.49 -1.41
H 0.21 -4.78 -1.33
H -0.05 3.68 -0.66
H -0.98 2.19 -0.38
H 0.50 2.51 0.58
H 2.23 3.49 -1.64
H 2.70 2.22 -0.44
H 2.80 1.87 -2.19
C 0.94 -0.52 0.90
O 0.91 -0.59 2.00
Er 0.95 -0.30 -1.13
O -1.46 -0.32 -1.50
H -1.75 -1.02 -0.86
H -1.35 -0.73 -2.34
N 0.86 1.92 -1.42
C -0.14 3.95 3.90
C -0.01 3.01 2.66
C 1.44 2.46 2.79
C -1.04 1.80 2.43
C -1.87 1.74 3.56
C -2.68 0.67 3.88
C -2.62 -0.43 3.07
C -1.86 -0.48 1.89
C -1.77 -1.96 1.46
C -1.10 -2.87 2.53
C -3.14 -2.57 1.08
C -1.16 0.71 1.38
O -0.35 0.66 0.19
H 0.04 3.40 4.84
H -1.11 4.47 3.93
H 0.64 4.74 3.86
H -0.14 3.78 1.87
H 1.53 1.83 3.70
H 1.80 1.82 1.97
H 2.18 3.28 2.87
H -1.91 2.47 4.36
H -3.25 0.66 4.79
H -3.17 -1.27 3.48
H -1.08 -2.04 0.61
H -1.65 -2.88 3.49
H -1.05 -3.92 2.19
H -0.07 -2.56 2.75
H -3.64 -1.97 0.31
H -2.99 -3.60 0.70
H -3.80 -2.65 1.96
*
```

The gap between HOMO and LUMO (alpha / beta) comes out at 6.7841 / 4.7139 eV. As for the total energy: -2627.58725 hartree. The strongest force on any atom comes out at 7.278 eV/Å. The value obtained for the LUMO energy (alpha / beta) is -0.2480 / -0.3241 Eh.



5.
Density functional theory data (ωB97M-V/def2-TZVPD) for the molecule C24H37FN2O2.

The geometry in ORCA input format:
```
! wB97M-V def2-TZVPD RIJCOSX def2/J DEFGRID3
* xyz 0 1
C 4.12 -0.22 -3.28
C 3.81 -0.46 -1.83
C 3.37 -1.69 -1.36
C 3.09 -1.90 -0.01
C 2.70 -3.25 0.53
O 3.30 -3.72 1.48
N 1.67 -3.91 -0.09
C 1.35 -5.23 0.42
C 0.61 -3.24 -0.83
C -0.62 -2.94 0.03
C -0.26 -2.13 1.27
C -1.47 -1.49 1.94
C -1.07 -0.64 3.15
C -2.18 0.31 3.60
N -2.46 1.32 2.59
C -1.64 2.40 2.44
O -0.71 2.61 3.20
C -1.99 3.34 1.30
C -2.22 2.73 -0.09
C -3.09 3.66 -0.93
C -3.37 3.09 -2.32
C -2.07 2.77 -3.05
C -1.19 1.84 -2.21
C -0.91 2.41 -0.82
C 0.00 1.47 -0.04
C 3.27 -0.86 0.89
C 3.69 0.38 0.45
C 3.95 0.55 -0.89
F 4.35 1.76 -1.33
H 3.40 0.48 -3.72
H 5.11 0.23 -3.40
H 4.08 -1.15 -3.84
H 3.25 -2.51 -2.06
H 2.25 -5.69 0.80
H 0.61 -5.19 1.23
H 0.94 -5.83 -0.40
H 0.99 -2.31 -1.23
H 0.33 -3.88 -1.68
H -1.32 -2.37 -0.60
H -1.15 -3.86 0.31
H 0.27 -2.77 1.98
H 0.44 -1.34 0.99
H -1.97 -0.85 1.20
H -2.19 -2.25 2.24
H -0.79 -1.29 3.98
H -0.19 -0.04 2.90
H -3.10 -0.24 3.79
H -1.88 0.82 4.51
H -3.21 1.18 1.94
H -2.90 3.88 1.60
H -1.19 4.08 1.26
H -2.76 1.77 0.02
H -4.03 3.85 -0.41
H -2.58 4.62 -1.03
H -3.96 2.17 -2.22
H -3.97 3.79 -2.90
H -2.28 2.31 -4.02
H -1.53 3.70 -3.24
H -1.70 0.87 -2.09
H -0.25 1.64 -2.72
H -0.38 3.37 -0.95
H -0.52 0.54 0.18
H 0.89 1.22 -0.63
H 0.34 1.90 0.90
H 3.09 -1.04 1.95
H 3.83 1.21 1.13
*
```

The gap between HOMO and LUMO comes out at 9.6603 eV. As for the total energy: -1296.64249 hartree. The strongest force on any atom comes out at 0.194 eV/Å. The value obtained for the LUMO energy is 0.0217 Eh. The energy above the lowest of the compared OMol25 structures with the same formula, charge and spin comes out at 4.4 kcal per mole.



6.
Density functional theory data (ωB97M-V/def2-TZVPD) for a cluster of 8 separate species, C24H37NO19S in total in a non-equilibrium geometry.

The geometry in ORCA input format:
```
! wB97M-V def2-TZVPD RIJCOSX def2/J DEFGRID3
* xyz 0 1
C 4.74 1.58 0.40
C 4.14 1.57 1.80
O 4.38 0.20 2.07
C 4.56 -0.56 0.94
O 4.68 -1.79 0.98
O 4.52 0.28 -0.05
H 5.80 1.86 0.43
H 4.23 2.29 -0.25
H 3.08 1.81 1.87
H 4.66 2.26 2.46
C -3.60 0.08 -8.36
C -2.20 0.60 -8.85
O -2.32 1.91 -8.39
C -3.14 2.00 -7.34
O -3.34 2.95 -6.60
O -3.88 0.87 -7.28
H -3.59 -0.99 -8.19
H -4.36 0.33 -9.10
H -2.20 0.69 -9.94
H -1.39 -0.04 -8.48
C 3.02 -3.96 5.34
C 2.26 -2.68 5.68
O 1.08 -2.79 4.90
C 1.01 -4.00 4.32
O 0.03 -4.42 3.72
O 2.13 -4.69 4.59
H 3.38 -4.58 6.17
H 3.91 -3.69 4.78
H 2.82 -1.79 5.40
H 2.06 -2.66 6.75
C 6.93 -5.67 -3.55
C 5.91 -6.77 -3.28
O 4.65 -6.14 -3.50
C 4.86 -4.85 -3.98
O 3.89 -4.15 -4.27
O 6.13 -4.53 -3.88
H 7.64 -5.90 -4.35
H 7.43 -5.43 -2.61
H 5.93 -7.16 -2.27
H 5.93 -7.53 -4.06
C -9.64 3.68 1.36
C -9.84 2.35 2.18
O -8.64 2.19 2.81
C -7.82 3.31 2.67
O -6.67 3.42 3.09
O -8.38 4.17 1.86
H -10.49 4.32 1.58
H -9.58 3.49 0.29
H -10.10 1.45 1.62
H -10.61 2.55 2.92
C 2.65 3.73 -5.04
C 3.89 3.09 -5.63
O 3.89 3.70 -6.96
C 2.75 4.24 -7.27
O 2.60 4.79 -8.35
O 1.93 4.26 -6.17
H 2.89 4.47 -4.27
H 2.10 2.98 -4.47
H 3.91 2.01 -5.80
H 4.80 3.28 -5.06
C -2.04 0.97 10.28
C -1.90 0.19 8.97
C -1.64 1.09 7.76
C -0.46 1.92 7.77
N 0.41 2.68 7.70
H -2.56 0.29 10.95
H -2.63 1.88 10.16
H -1.12 1.24 10.81
H -2.74 -0.48 8.82
H -1.06 -0.50 9.08
H -2.53 1.69 7.55
H -1.65 0.42 6.90
C -2.02 -0.28 0.16
S -1.63 0.72 -1.34
O -0.24 1.20 -0.97
C -1.40 -0.63 -2.62
H -2.66 -1.11 -0.14
H -2.39 0.46 0.87
H -1.18 -0.84 0.56
H -2.20 -1.38 -2.61
H -0.52 -1.23 -2.40
H -1.23 -0.28 -3.64
*
```

The gap between HOMO and LUMO comes out at 9.1613 eV. As for the total energy: -2819.10480 hartree. The strongest force on any atom comes out at 4.590 eV/Å. The value obtained for the LUMO energy is 0.0129 Eh. The energy above the lowest of the compared OMol25 structures with the same formula, charge and spin comes out at 19.7 kcal per mole.